48
Properties=species:S:1:pos:R:3:forces:R:3:nbo_charge:R:1 method="wB97M-V/def2-TZVPD" gap_ev=8.7 smiles="CNC(=O)[C@@H](NC(C)=O)C(C)C.CC(C)(CO)C(=O)C(=O)O" e_above_lowest_kcal_mol=0.0 total_energy_ha=-1110.03141 mol_weight_g_mol=318.37
O 2.84725 -0.73028 -1.93721 0.505 -0.341 -1.454 -0.57
O -3.14458 1.53267 1.70940 0.421 -0.284 0.104 -0.62
O 2.53004 -2.17526 -5.04309 -0.219 0.975 2.095 -0.47
O -1.96437 0.95061 4.55569 0.608 -0.169 -0.262 -0.61
O 4.47581 -0.93657 -3.49323 -1.610 -0.389 -0.232 -0.64
O 0.96776 0.55637 -5.44230 -0.002 0.120 0.064 -0.72
C 3.18071 -1.03883 -3.07514 0.640 1.044 2.417 0.69
C -2.91326 0.33274 1.70157 -1.479 1.555 -0.390 0.69
C 2.14842 -1.56485 -4.03952 -0.451 -1.393 -3.676 0.48
C -0.83768 0.72571 4.12691 -1.924 0.147 0.090 0.65
N 0.22096 0.66121 4.94573 1.278 -0.155 0.227 -0.61
N -1.72097 -0.21215 1.96502 1.672 -0.309 0.852 -0.61
C -4.01025 -0.63719 1.32872 0.084 0.023 0.057 -0.71
C 0.15072 0.86948 6.39073 -0.408 0.067 -0.356 -0.41
C -0.18708 -2.20618 -4.89091 0.717 0.134 -0.186 -0.60
C 0.06514 -1.63321 -2.49746 0.252 0.245 0.221 -0.60
C 1.19597 2.31541 2.48416 -0.612 -0.013 0.250 -0.61
C 0.31134 1.31806 0.40832 -0.634 -0.033 0.309 -0.61
C 0.33061 0.16923 -4.22321 0.333 -0.222 -0.549 -0.05
C 0.61076 -1.31114 -3.90810 -0.510 -0.209 0.968 -0.16
C -0.05695 1.68943 1.85383 0.488 0.260 -0.372 -0.22
C -0.57629 0.45085 2.63254 -0.037 0.211 -0.504 -0.11
H 4.97456 -0.58102 -2.74261 -0.109 -0.016 0.061 0.50
H 0.73448 -0.04909 -6.16853 -0.003 0.273 0.594 0.47
H 1.12518 0.49091 4.53588 -0.082 0.011 0.096 0.39
H -1.67295 -1.21265 1.88051 0.093 -0.017 0.188 0.39
H -3.69498 -1.24183 0.48164 -0.070 -0.236 -0.052 0.21
H -4.22562 -1.27112 2.18701 -0.058 -0.186 -0.044 0.23
H -4.90288 -0.07137 1.06489 0.166 -0.052 0.025 0.24
H 1.15444 0.90348 6.81614 -0.080 -0.038 -0.195 0.20
H -0.36340 1.81024 6.60226 0.040 -0.123 0.030 0.22
H -0.41309 0.05595 6.85177 0.029 0.103 0.063 0.21
H -0.00661 -3.26488 -4.67619 0.006 0.183 -0.126 0.23
H 0.10585 -2.01506 -5.92853 -0.016 -0.221 0.114 0.21
H -1.26222 -2.01707 -4.80730 0.225 0.120 0.185 0.21
H -1.02961 -1.62786 -2.49451 0.127 -0.043 -0.175 0.21
H 0.39175 -0.89832 -1.75710 0.062 -0.179 -0.092 0.23
H 0.40327 -2.62361 -2.17529 -0.091 0.121 0.002 0.21
H 0.95397 2.74662 3.45499 0.217 -0.038 0.100 0.21
H 1.55655 3.12774 1.85184 0.032 -0.108 -0.017 0.22
H 1.98534 1.57084 2.58599 0.209 0.003 0.061 0.19
H 1.07422 0.53897 0.39789 0.086 -0.056 -0.103 0.20
H -0.57372 0.96879 -0.12271 0.055 -0.110 -0.109 0.22
H 0.68879 2.19585 -0.11689 0.057 -0.040 0.021 0.21
H -0.74877 0.34109 -4.29893 -0.021 -0.183 0.146 0.18
H 0.70550 0.80562 -3.41314 0.149 -0.003 -0.331 0.19
H -0.82260 2.46230 1.82927 -0.245 -0.166 0.062 0.24
H 0.23851 -0.27066 2.60924 0.112 -0.260 -0.175 0.20


51
Properties=species:S:1:pos:R:3:forces:R:3:nbo_charge:R:1 method="wB97M-V/def2-TZVPD" gap_ev=8.5 e_above_lowest_kcal_mol=403.8 total_energy_ha=-1302.53450 mol_weight_g_mol=376.40
C 1.26510 -5.11544 -2.59474 8.908 5.054 5.868 -0.59
C 0.28797 -4.25543 -2.01876 1.143 4.389 3.946 -0.08
H -0.55342 -4.86425 -1.79577 -1.469 0.545 -0.111 0.23
H 0.71218 -3.76938 -1.03822 -1.172 -0.818 -1.789 0.20
O -0.01267 -2.85144 -2.86514 3.049 -4.815 4.844 -0.51
C -0.98789 -3.08935 -3.62428 -0.724 -0.627 -4.693 0.80
O -1.57050 -4.13840 -3.86319 0.334 1.041 0.772 -0.63
C -1.14118 -1.78315 -4.34236 -7.486 -3.534 2.537 -0.48
H -1.66298 -1.96735 -5.24490 -0.905 0.113 -0.802 0.22
H -0.35888 -1.27026 -4.52684 5.788 3.273 -0.821 0.20
C -2.03965 -1.12383 -3.22002 -5.626 2.897 -6.401 -0.46
C -1.31018 -0.64866 -2.01663 -6.376 -4.262 -2.372 -0.15
C -0.62977 0.45869 -2.06656 1.133 -6.250 11.771 0.11
C 0.10580 0.39127 -0.59275 2.218 8.951 -11.289 -0.17
C -0.11829 -0.39020 0.30417 -4.914 -10.880 12.940 0.30
C 0.32160 -0.35736 1.72729 1.642 3.098 -5.250 -0.22
C 1.17825 0.69070 1.82075 1.368 -3.218 8.055 0.31
C 1.53800 1.59312 0.93131 3.623 3.389 -4.804 -0.32
C 1.10299 1.36541 -0.41329 -1.135 -1.610 6.095 -0.14
H 1.20717 2.15761 -0.99040 0.830 3.070 -3.347 0.20
H 2.40273 2.43023 1.03054 -2.378 -2.089 0.375 0.27
O 1.86130 0.59021 3.33458 -1.753 -0.533 -3.729 -0.54
C 2.72063 1.62699 3.59330 -15.249 1.985 0.981 -0.09
C 1.87555 3.00827 3.64260 8.487 2.672 -3.680 0.76
O 2.81550 4.10564 3.37036 -6.321 -4.815 2.056 -0.75
O 0.64940 2.82498 3.45275 -1.164 1.054 1.156 -0.52
C -0.32088 4.16807 3.35787 7.662 -1.031 4.590 0.10
C -0.28769 4.32736 2.00429 -3.404 5.738 -3.914 -0.62
H -0.92899 3.63706 1.54538 -0.074 -1.640 -1.122 0.24
H -1.16665 5.26574 1.92108 2.586 -1.719 -0.188 0.20
H 0.64508 4.65258 1.53115 -0.427 -0.403 0.175 0.27
C -1.41786 3.78651 4.08035 -5.323 -3.813 1.519 -0.67
H -2.15886 4.50484 4.14979 -1.384 2.160 -0.293 0.25
H -1.36925 3.50667 5.11989 1.153 -0.164 0.323 0.25
H -2.01818 2.93674 3.62413 0.903 0.670 0.121 0.22
H 0.41812 4.70606 4.04298 -1.234 0.682 -1.549 0.25
H 3.09168 1.55417 4.42869 3.402 -1.310 9.312 0.18
H 3.42190 1.68420 3.07408 10.543 1.489 -9.226 0.16
H 0.20449 -1.12362 2.41967 -0.497 -0.966 0.938 0.26
O -1.04623 -1.49465 0.38820 -0.660 1.594 -4.324 -0.59
C -1.94062 -1.69550 -0.97011 7.146 4.022 4.650 0.84
O -2.64575 -2.57546 -0.77196 -2.438 -1.393 -1.857 -0.47
C -0.27587 1.36847 -2.93293 3.290 4.810 -5.573 -0.70
H -0.53179 2.41712 -2.67309 0.868 -0.545 -0.012 0.26
H -0.71876 1.16989 -3.83865 -2.139 -0.102 -2.267 0.25
H 0.74190 1.13556 -3.40051 -0.367 1.076 1.520 0.27
H -2.63446 -0.13764 -3.94182 2.073 -2.008 2.332 0.20
H -3.19372 -1.66307 -3.24642 3.778 0.813 1.081 0.29
H 2.36520 -4.52076 -2.88943 -3.141 -1.353 0.806 0.18
H 0.94417 -5.41082 -3.38034 -3.674 -4.360 -9.996 0.19
H 1.66083 -5.90886 -1.98689 -0.492 -0.326 0.647 0.24


16
Properties=species:S:1:pos:R:3:forces:R:3:nbo_charge:R:1 method="wB97M-V/def2-TZVPD" gap_ev=10.9 smiles=CC1(O)CCC1 e_above_lowest_kcal_mol=20.7 total_energy_ha=-271.71964 mol_weight_g_mol=86.13
C 1.71363 0.50416 -0.50200 -0.018 0.042 -0.015 -0.62
C 0.50272 -0.24013 0.02943 0.109 0.177 -0.058 0.26
O 1.04360 -1.48184 0.46726 -0.270 -0.429 -0.124 -0.72
C -0.74332 -0.34999 -0.89882 0.081 -0.134 -0.163 -0.43
C -1.64031 0.25791 0.20584 -0.132 0.023 0.011 -0.41
C -0.39934 0.39875 1.11809 0.104 -0.045 0.225 -0.43
H 1.46180 1.44282 -1.00198 -0.104 -0.077 0.119 0.21
H 2.21468 -0.15327 -1.22104 -0.043 0.179 0.053 0.22
H 2.41913 0.71573 0.30966 -0.140 -0.045 -0.104 0.22
H 0.32221 -2.10603 0.63275 0.185 0.221 -0.002 0.46
H -0.68324 0.25179 -1.81109 0.061 -0.104 0.127 0.21
H -0.97753 -1.38037 -1.18342 0.011 0.102 0.005 0.21
H -2.41414 -0.41516 0.59000 0.143 0.132 -0.069 0.20
H -2.12385 1.19954 -0.06971 0.128 -0.142 0.046 0.21
H -0.39420 -0.28280 1.97144 -0.168 0.237 0.120 0.21
H -0.15992 1.40671 1.47105 0.051 -0.136 -0.173 0.21


98
Properties=species:S:1:pos:R:3:forces:R:3:lowdin_charge:R:1 method="wB97M-V/def2-TZVPD" gap_ev=6.2 charge=-1 e_above_lowest_kcal_mol=2.8 total_energy_ha=-5434.08328 mol_weight_g_mol=905.35
O -9.40367 -8.27375 -7.11529 1.238 -1.541 -0.389 -0.34
V -7.97394 -8.80034 -7.63261 0.760 3.482 1.035 1.04
O -7.96705 -8.56549 -9.18845 -0.134 -0.760 0.382 -0.31
O -4.53556 -9.48678 -5.65761 -0.705 0.730 -0.512 0.12
C -5.67658 -9.30250 -6.29996 -1.038 -0.223 -0.308 -0.76
O -6.72936 -8.89287 -5.72610 -0.608 0.159 0.286 -0.06
O -5.78492 -9.54871 -7.53742 0.109 -0.562 -0.676 -0.07
H -4.57996 -8.90483 -4.85081 0.191 -0.360 1.015 0.08
O -3.66220 -6.24768 -2.59403 0.125 0.434 0.209 0.00
C -3.99246 -7.57178 -2.33250 -0.136 -2.303 0.841 -0.79
O -3.67483 -7.97714 -1.20222 -0.156 0.784 -0.341 -0.01
O -4.56909 -8.23435 -3.23297 0.233 0.840 -0.879 -0.04
H -3.30817 -6.04835 -1.70989 0.080 0.344 -0.326 0.10
C -2.12412 -4.41958 -7.74181 0.519 0.398 0.231 -0.11
O -2.11242 -5.72109 -8.30729 -0.178 -0.459 -0.030 -0.22
P -1.20430 -6.84704 -7.60630 -0.091 0.490 0.152 0.35
O 0.22446 -6.53080 -7.62715 0.026 -0.175 -0.154 -0.23
O -1.79249 -7.00885 -6.14216 -0.034 -0.236 0.014 -0.23
C -1.24876 -6.30827 -5.00926 -0.051 -0.059 -0.026 -0.07
O -1.65900 -8.14706 -8.34760 0.152 0.165 0.082 -0.17
C -2.96981 -8.70626 -8.19903 -0.616 -0.532 -0.056 -0.08
H -1.13410 -4.15709 -7.35519 -0.021 -0.087 0.033 0.09
H -2.85073 -4.33926 -6.93268 -0.137 -0.081 -0.093 0.08
H -2.34144 -3.69556 -8.52526 -0.219 -0.148 -0.060 0.08
H -1.96147 -5.52339 -4.77727 0.233 0.267 0.207 0.08
H -0.23826 -5.95798 -5.21887 -0.133 0.253 -0.198 0.08
H -1.18355 -6.97181 -4.15028 -0.336 -0.244 -0.128 0.06
H -3.61825 -8.18476 -7.50539 0.286 0.407 0.046 0.07
H -2.89484 -9.72225 -7.81577 0.300 0.063 0.044 0.08
H -3.47803 -8.76384 -9.15952 0.289 0.300 -0.153 0.09
C -1.52379 -9.92177 -4.86868 -0.400 -0.080 0.252 -0.08
O -0.52456 -10.40446 -3.95776 0.727 0.186 0.166 -0.23
P -0.68978 -10.08258 -2.40079 -0.806 0.009 -0.705 0.36
O -1.99960 -10.49000 -1.91732 0.300 0.125 0.431 -0.18
O 0.58175 -10.82834 -1.78989 -0.004 0.250 -0.165 -0.21
C 0.54401 -12.24578 -1.86728 0.126 -0.998 0.165 -0.12
O -0.32579 -8.53680 -2.26286 0.048 -0.457 0.400 -0.20
C 0.96606 -8.07295 -2.65941 0.101 -0.274 -0.504 -0.09
H -1.00374 -9.57439 -5.75802 -0.117 -0.127 -0.076 0.09
H -2.12175 -9.11264 -4.44553 0.178 0.077 0.098 0.07
H -2.23226 -10.72587 -5.06109 0.133 -0.031 -0.259 0.09
H 1.55837 -12.64068 -1.93766 0.093 0.338 -0.085 0.08
H -0.01508 -12.61053 -2.72895 -0.020 0.206 -0.073 0.08
H 0.10272 -12.69844 -0.97732 -0.152 0.341 0.068 0.09
H 0.82468 -7.26559 -3.37705 0.066 0.107 0.194 0.07
H 1.52054 -8.86227 -3.17073 0.040 0.035 0.066 0.09
H 1.53692 -7.74062 -1.79544 -0.136 0.054 0.082 0.09
C -9.39061 -10.38532 -3.90395 -0.153 -0.567 -0.483 -0.11
O -9.66146 -9.35072 -2.97246 0.306 0.262 0.073 -0.21
P -8.71184 -9.16309 -1.69141 -0.255 0.541 -0.308 0.38
O -7.47932 -9.93190 -1.70096 -0.200 -0.422 0.090 -0.19
O -8.53814 -7.57603 -1.65798 -0.201 -0.485 0.529 -0.23
C -7.50002 -7.05684 -2.49730 0.067 0.504 -0.939 -0.08
O -9.70147 -9.46513 -0.47846 0.407 0.375 -0.086 -0.20
C -10.69356 -8.52758 -0.08294 -0.191 0.724 0.020 -0.11
H -9.74268 -10.09972 -4.89576 -0.110 0.398 0.141 0.07
H -9.95817 -11.27331 -3.61652 0.225 -0.128 0.064 0.09
H -8.32633 -10.59970 -3.99277 0.003 -0.017 0.280 0.08
H -6.62378 -6.73974 -1.93689 -0.053 -0.363 0.237 0.09
H -7.89241 -6.17846 -3.01910 -0.171 -0.040 0.165 0.09
H -7.21762 -7.77600 -3.26741 0.246 -0.068 0.197 0.07
H -10.60804 -8.34761 0.98876 -0.136 -0.384 0.049 0.09
H -11.68691 -8.87474 -0.36561 0.037 -0.229 0.169 0.09
H -10.55726 -7.54392 -0.53668 0.156 -0.172 -0.201 0.08
C -4.53277 -11.63752 -9.32580 -0.014 -0.530 1.287 -0.08
O -3.85411 -12.66326 -10.07497 0.236 0.162 -0.309 -0.20
P -3.14466 -12.35296 -11.44460 -0.330 -0.061 0.191 0.36
O -3.17579 -10.96170 -11.89150 0.447 -0.200 0.021 -0.22
O -1.69623 -12.99615 -11.28572 -0.292 0.396 -0.370 -0.21
C -1.52260 -14.39374 -11.06994 0.375 -0.314 -0.564 -0.11
O -3.91210 -13.37660 -12.40372 0.081 -0.296 0.251 -0.22
C -3.48159 -13.51057 -13.74131 0.346 0.177 -0.994 -0.12
H -4.24889 -11.78098 -8.28141 -0.023 -0.168 -0.048 0.09
H -5.59904 -11.83770 -9.38109 -0.044 0.419 -0.286 0.09
H -4.22659 -10.62379 -9.53954 -0.235 -0.069 -0.738 0.05
H -0.92072 -14.80082 -11.88943 0.227 0.255 0.129 0.08
H -2.44467 -14.97194 -11.13089 -0.186 0.273 0.520 0.09
H -0.97939 -14.50806 -10.13666 -0.226 -0.244 0.108 0.09
H -3.18525 -12.55019 -14.17120 -0.297 0.099 0.072 0.09
H -4.29443 -13.94091 -14.32218 -0.130 0.136 0.092 0.09
H -2.61339 -14.16106 -13.90063 -0.042 -0.144 0.613 0.08
C -9.17952 -4.44163 -6.45154 -0.556 -0.250 -0.379 -0.08
O -7.79324 -4.50259 -6.12234 0.300 -0.340 -0.193 -0.19
P -6.80139 -5.32141 -7.05025 0.386 1.383 0.376 0.39
O -7.27328 -6.66081 -7.40817 -0.057 -1.157 -0.197 -0.23
O -6.60651 -4.35061 -8.29414 0.146 -0.316 0.377 -0.19
C -5.64430 -4.76193 -9.27919 -0.049 -0.411 -0.540 -0.08
O -5.42431 -5.19650 -6.31032 -0.297 -0.237 -0.461 -0.18
C -5.13606 -6.06355 -5.18082 -0.178 0.020 0.767 -0.05
H -9.39582 -3.49465 -6.94518 0.060 0.051 0.094 0.09
H -9.77831 -4.54635 -5.54979 0.216 0.128 0.145 0.09
H -9.47536 -5.25586 -7.11773 0.147 -0.028 0.018 0.08
H -5.07259 -5.63868 -8.97025 -0.021 0.058 0.137 0.08
H -4.94644 -3.95642 -9.49388 -0.129 0.168 0.200 0.09
H -6.18558 -5.02522 -10.18794 0.028 0.050 0.013 0.09
H -4.28461 -6.70727 -5.37206 -0.001 0.025 -0.401 0.07
H -6.00721 -6.66284 -4.92884 0.082 -0.152 -0.061 0.06
H -4.88006 -5.44613 -4.32304 -0.072 0.084 -0.173 0.09


19
Properties=species:S:1:pos:R:3:forces:R:3:nbo_charge:R:1 method="wB97M-V/def2-TZVPD" gap_ev=10.9 smiles="C[C@@H](O)CC=O.C" e_above_lowest_kcal_mol=22.0 total_energy_ha=-348.16977 mol_weight_g_mol=104.15
C -1.28199 -1.47078 2.46785 0.002 -0.012 0.001 -0.86
C 0.11395 -0.55596 -0.80115 0.053 0.048 0.008 -0.55
C -1.20319 0.10111 -0.48466 -0.053 0.344 0.239 0.46
O -1.32032 1.15175 0.11284 0.038 -0.498 -0.348 -0.55
C 1.31704 0.39318 -0.72170 0.056 -0.151 -0.259 0.10
C 1.25670 1.50691 -1.76490 -0.019 0.050 -0.004 -0.64
O 1.45661 0.90760 0.58777 -0.119 0.129 0.108 -0.72
H -1.36265 -1.71428 3.52942 0.015 0.049 -0.142 0.22
H -2.23574 -1.07000 2.11469 0.142 -0.063 0.062 0.21
H -1.03537 -2.38103 1.91363 -0.043 0.131 0.077 0.21
H 0.24368 -1.35807 -0.05927 -0.065 0.082 -0.108 0.25
H 0.04229 -1.04741 -1.77989 0.006 0.095 0.109 0.23
H -2.10950 -0.44726 -0.81236 0.050 0.042 0.052 0.12
H -0.49674 -0.72432 2.31997 -0.112 -0.128 0.048 0.22
H 2.22037 -0.20162 -0.89884 -0.107 0.056 0.025 0.18
H 0.40147 2.16438 -1.57737 0.115 -0.082 -0.041 0.22
H 2.16893 2.10758 -1.71245 -0.126 -0.075 -0.008 0.22
H 1.16491 1.10009 -2.77873 0.034 0.030 0.144 0.21
H 0.63924 1.39873 0.76622 0.133 -0.047 0.039 0.48


12
Properties=species:S:1:pos:R:3:forces:R:3:nbo_charge:R:1 method="wB97M-V/def2-TZVPD" gap_ev=9.5 smiles=CCSC e_above_lowest_kcal_mol=23.8 total_energy_ha=-517.24262 mol_weight_g_mol=76.16
C -1.83287 0.25313 -0.39031 0.444 -1.599 2.465 -0.63
C -0.89235 -0.70519 0.37965 2.223 1.727 0.918 -0.41
C 2.22168 0.33125 0.06171 -0.080 1.190 0.713 -0.77
H -1.32130 1.15776 -0.53466 0.412 1.392 -0.153 0.21
H -2.79088 0.38663 0.15487 0.559 -0.069 -0.431 0.21
H -1.94344 -0.23396 -1.29085 -0.866 -0.570 -2.316 0.21
H -1.12711 -1.75878 0.40147 -0.268 -0.122 -0.246 0.21
H -0.75979 -0.35760 1.42642 0.030 -0.355 -0.576 0.20
H 2.94934 -0.09368 0.79866 -0.931 0.716 -0.266 0.22
H 1.77089 1.33326 0.27404 0.636 -0.831 0.479 0.23
H 2.76200 0.50910 -0.85707 0.268 -0.095 -0.305 0.23
S 0.96382 -0.82191 -0.42394 -2.427 -1.384 -0.283 0.07